Below is a structure of composition C17H18BrN8O2RhSe, with properties calculated with the ωB97M-V functional and the def2-TZVPD basis.

```
48
C17H18BrN8O2RhSe | OMol25 | the ωB97M-V functional and the def2-TZVPD basis
Rh 0.24636 -0.14516 0.90286
Br 3.48297 0.62967 0.87713
C 2.54363 0.81139 -0.73691
C 3.12091 1.31686 -1.89066
C 2.31518 1.49909 -3.00506
C 0.95357 1.20518 -2.93335
C 0.46160 0.70316 -1.75360
N 1.26302 0.48034 -0.69365
C -1.00168 0.39601 -1.51793
O -1.83713 0.52948 -2.35276
O -1.28490 -0.04631 -0.27561
H 4.17106 1.57171 -1.90149
H 2.74269 1.89599 -3.91606
H 0.27144 1.36650 -3.75751
Se -1.89679 -0.76186 4.09157
N -1.78926 0.77747 4.92662
C -1.02680 1.60088 4.22178
C -0.67451 2.96127 4.48251
C 0.09814 3.59432 3.55283
C 0.53236 2.93538 2.36020
N 0.24228 1.68670 2.09501
C -0.52270 1.03839 3.02879
N -0.84783 -0.21343 2.74137
H -1.02139 3.45793 5.37888
H 0.39207 4.62473 3.69223
H 1.12530 3.47453 1.63139
C 1.78427 -2.59012 0.52297
N 1.91556 -3.99488 0.27935
C 1.53732 -4.27680 -1.10963
N 0.14769 -3.89079 -1.35560
C -0.02161 -2.48825 -1.13037
N 0.35676 -2.11317 0.30726
C -0.53170 -2.96054 1.21278
N -0.37749 -4.35670 0.94725
C 1.02147 -4.73677 1.17376
C -0.72989 -4.63755 -0.44897
H 2.42015 -2.02885 -0.16140
H 2.05307 -2.35810 1.55857
H 1.65570 -5.34215 -1.29921
H 2.19446 -3.72760 -1.78575
H -1.05973 -2.19731 -1.28021
H 0.63555 -1.91775 -1.78929
H -1.55725 -2.63015 1.03272
H -0.22894 -2.74729 2.23978
H 1.13700 -5.80271 0.98632
H 1.29136 -4.53510 2.21159
H -1.76766 -4.35566 -0.62939
H -0.61996 -5.70443 -0.63492
```

relative energy (zero: lowest compared OMol25 entry of this formula, charge and spin): 0.000 eV
total charge: +2

***

Below is a structure of composition C17H18Cl2InO2, with properties calculated with the ωB97M-V functional and the def2-TZVPD basis.

```
40
C17H18Cl2InO2 | OMol25 | the ωB97M-V functional and the def2-TZVPD basis
In -0.31900 -0.05148 0.93020
C 2.13980 -1.47785 -0.13314
C 1.77529 -1.54169 1.18076
C 0.36876 -2.06652 1.23535
C -0.01104 -2.33927 -0.17284
C 1.03548 -1.95214 -0.96786
C 1.09183 -1.92964 -2.45785
C -1.28785 -3.02360 -0.55892
C -0.06791 -2.95785 2.35590
C 2.60464 -1.33461 2.40759
C 3.41856 -0.96334 -0.70447
H 1.98625 -2.43710 -2.82242
H 1.14419 -0.89516 -2.81028
H 0.22579 -2.40287 -2.91374
H -1.30479 -4.04438 -0.17068
H -1.39087 -3.08156 -1.63993
H -2.17800 -2.52244 -0.17302
H 0.44280 -3.91814 2.23643
H -1.14072 -3.14486 2.34184
H 0.20048 -2.55290 3.33027
H 2.79602 -2.29404 2.89390
H 2.12678 -0.69005 3.14766
H 3.56773 -0.89388 2.16026
H 3.23129 -0.08843 -1.33085
H 3.89332 -1.71855 -1.33358
H 4.12687 -0.67931 0.07030
Cl -1.64104 6.51807 -2.16258
C -1.12810 4.95606 -1.64303
C 0.05383 4.41185 -2.17512
C 0.49391 3.17166 -1.79223
Cl 1.93755 2.51931 -2.47162
C -0.21925 2.39364 -0.84946
O 0.23638 1.20776 -0.55347
C -1.40820 2.96157 -0.31857
C -2.20866 2.31623 0.64902
O -2.01024 1.20307 1.20624
C -1.84839 4.24614 -0.73229
H 0.62416 4.97769 -2.89977
H -3.11450 2.83912 0.96904
H -2.75928 4.65616 -0.31558
```

total charge: +1

***

Below is a structure of composition C17H18Cl2NOS4Y, with properties calculated with the ωB97M-V functional and the def2-TZVPD basis.

```
44
C17H18Cl2NOS4Y | OMol25 | the ωB97M-V functional and the def2-TZVPD basis
Y 0.68273 0.43890 -1.25960
Cl -0.63322 2.86502 -1.24807
C -2.15682 2.31662 -0.54541
C -3.27612 3.03608 -0.90937
C -4.49852 2.67773 -0.37409
C -4.58498 1.60930 0.50161
C -3.44841 0.89220 0.84340
Cl -3.61968 -0.43658 1.93353
C -2.18586 1.22781 0.32970
S -0.75455 0.30969 0.82875
H -3.19221 3.86818 -1.59702
H -5.38456 3.23798 -0.64029
H -5.53385 1.32748 0.94018
C 4.34459 2.52158 2.88532
C 4.07283 1.50727 1.81133
C 5.00339 1.27057 0.79874
C 4.78102 0.31611 -0.18481
C 3.61102 -0.42801 -0.14708
C 2.66381 -0.22287 0.86244
C 2.89757 0.74833 1.82378
S 3.27858 -1.66660 -1.39120
C 3.49756 -3.14254 -0.41634
O 1.74292 -1.50717 -1.53784
H 4.95711 3.34041 2.51224
H 4.89436 2.04972 3.70392
H 3.42136 2.92251 3.30002
H 5.92311 1.84441 0.77607
H 5.51073 0.15847 -0.97280
H 1.81850 -0.89423 0.97542
H 2.16905 0.89387 2.61299
H 2.85429 -3.10919 0.46186
H 4.55207 -3.16885 -0.13023
H 3.26488 -4.00127 -1.04692
S -1.27938 -0.20678 -3.02738
C -2.45742 -1.14979 -2.21183
N -2.24120 -2.10919 -1.34983
C -3.39059 -2.82982 -0.79340
C -4.65612 -2.12798 -1.30917
S -4.11834 -0.87722 -2.52635
H -1.30831 -2.41256 -1.13803
H -3.34096 -2.79581 0.29200
H -3.35389 -3.86914 -1.11289
H -5.19144 -1.61017 -0.51822
H -5.33502 -2.81446 -1.80511
```

relative energy (zero: lowest compared OMol25 entry of this formula, charge and spin): 0.412 eV
total charge: +2

***

Below is a cluster of 3 separate species, C17H18ClN3O2S in total, with properties calculated with the ωB97M-V functional and the def2-TZVPD basis.

```
42
C17H18ClN3O2S | OMol25 | the ωB97M-V functional and the def2-TZVPD basis
C 0.94433 0.14373 -2.86114
C 0.10521 0.86449 -1.99349
C 0.56303 2.08458 -1.45317
C -0.18643 2.96322 -0.73432
C -1.33665 2.46499 -0.49690
C -1.88838 1.40016 -0.78826
C -1.18214 0.71968 -1.63954
N -1.34692 -0.79217 -1.96329
C -2.37145 -1.50055 -1.46805
O -3.46269 -1.12187 -0.88897
C -2.24527 -2.93958 -1.56453
H -2.89832 -3.52609 -1.14726
H -2.38341 -3.25180 -3.02580
S -0.63887 -3.56061 -1.22513
C -0.16317 -2.47035 -0.05268
N 0.75687 -1.61466 -0.08150
C 0.97844 -0.79434 0.74337
C 0.14258 -0.46571 1.85756
C -1.00275 -1.44495 2.09845
O -1.93604 -1.13462 2.93798
N -1.07389 -2.28189 0.95558
H -2.05708 -2.65136 1.14465
C 0.41630 0.54597 3.04009
C 1.80147 1.08508 3.05688
C 2.63684 1.06181 1.65829
C 2.34845 -0.16164 0.76820
H 2.51602 0.12037 -0.49061
H 3.21831 -0.81924 1.23682
H 3.36072 1.73724 1.56764
H 1.67082 1.95965 1.05743
H 2.05812 1.79088 3.67842
H 2.60198 0.10927 3.36675
H 0.05979 0.13785 3.93056
H -0.19915 1.39789 2.52738
H -0.75844 -1.20419 -2.54610
H -2.81781 0.91404 -0.18161
H -1.88981 3.03354 0.33308
H -0.01339 4.12644 -0.28767
Cl 2.16000 2.89255 -1.96902
H 1.33539 -0.64781 -2.23362
H 0.32342 -0.07543 -3.83888
H 1.85397 0.90541 -3.02758
```

relative energy (zero: lowest compared OMol25 entry of this formula, charge and spin): 14.160 eV

***

Number 1: molecular weight 628.15 g/mol, HOMO -14.79 eV, Kohn-Sham gap 6.78 eV. Number 2: molecular weight 440.05 g/mol, HOMO -11.65 eV, Kohn-Sham gap 7.35 eV. Number 3: molecular weight 540.42 g/mol, HOMO -14.17 eV, Kohn-Sham gap 7.46 eV. Number 4: molecular weight 363.87 g/mol, HOMO -8.46 eV, Kohn-Sham gap 8.00 eV.